(1)
Here is a structure of composition C4H7IN at a distorted geometry from the Open Molecules 2025 dataset. Energies are from ωB97M-V/def2-TZVPD.

Calculated values
Net charge   +1
DFT total energy   -13840.6233 eV
HOMO   -12.94 eV
ΔE to the lowest compared entry with this formula, charge and spin   447.0 kJ/mol
Molecular weight   196.01 u

Last column: Mulliken charge in e.
Element x y z (Å)
C1 0.175 1.696 0.721  -0.212
C2 1.287 0.716 0.562  -0.469
C3 -1.038 -0.447 0.079  -0.166
C4 -0.648 0.921 -0.001  0.047
N1 0.395 -0.209 -0.233  -0.075
I1 -1.612 -3.849 -2.568  -0.091
H1 -2.505 -4.541 -3.643  0.126
H2 0.099 2.671 1.153  0.396
H3 2.139 1.020 -0.045  0.321
H4 1.633 0.270 1.498  0.268
H5 -1.300 -0.846 1.058  0.232
H6 -1.551 -0.925 -0.749  0.290
H7 0.706 -0.495 -1.154  0.334

Atoms 1-6, force components in eV/Å:
C 0.0 -0.2 -0.9
C 0.4 0.2 0.5
C -0.9 -0.3 0.5
C -0.3 1.0 0.0
N 1.0 -0.9 -0.1
I 0.6 0.4 0.8

(2)
Here is a cluster of 2 separate species, C4H7IN2O4 in total at a distorted geometry from the Open Molecules 2025 dataset. Energies are from ωB97M-V/def2-TZVPD.

Calculated values
DFT total energy   -23525.7503 eV
HOMO   -10.23 eV
ΔE to the lowest compared entry with this formula, charge and spin   131.4 kJ/mol
Molecular weight   274.01 u

Last column: Mulliken charge in e.
Element x y z (Å)
C1 0.811 1.904 0.064  0.554
C2 -0.150 -1.279 -1.335  -1.274
C3 0.989 -0.465 -0.693  -0.185
C4 -0.486 1.531 2.794  -0.516
N1 0.201 2.600 1.076  -0.294
N2 0.282 3.945 1.375  1.121
O1 0.703 4.717 0.558  -0.562
O2 1.468 2.449 -0.793  -0.557
O3 -0.107 4.229 2.482  -0.695
O4 0.427 0.616 0.157  -0.213
I1 0.680 -0.064 3.269  0.233
H1 -0.930 -0.680 -1.740  0.380
H2 0.412 -1.846 -2.016  0.409
H3 -0.708 -1.743 -0.548  0.313
H4 1.563 -0.011 -1.557  0.313
H5 1.588 -1.288 -0.084  0.201
H6 -1.402 1.308 2.270  0.322
H7 -0.693 2.413 3.353  0.449

Atoms 1-6, force components in eV/Å:
C 0.5 1.4 -1.5
C 0.3 1.9 2.1
C 0.2 -0.1 -0.5
C -0.2 1.3 -3.4
N -1.8 -2.1 3.9
N 0.8 -0.7 -0.8

(3)
Here is a structure of composition C4H7IN3P at a distorted geometry from the Open Molecules 2025 dataset. Energies are from ωB97M-V/def2-TZVPD.

Calculated values
DFT total energy   -26118.0694 eV
HOMO   -8.30 eV
ΔE to the lowest compared entry with this formula, charge and spin   208.4 kJ/mol
Molecular weight   255.00 u

Last column: Mulliken charge in e.
Element x y z (Å)
C1 -0.893 -1.766 -0.420  -0.511
C2 0.432 -1.755 0.000  -0.173
C3 -1.433 -0.577 0.000  0.107
C4 -0.507 1.372 1.149  -0.689
N1 0.685 -0.539 0.559  -0.946
N2 -0.434 0.106 0.580  0.671
N3 1.527 1.715 -1.091  -0.579
P1 2.358 0.509 -0.503  0.175
I1 -3.382 0.149 -0.033  0.111
H1 -1.441 -2.626 -0.755  0.399
H2 1.239 -2.538 -0.057  0.459
H3 -1.555 1.453 1.313  0.116
H4 0.059 1.383 2.135  0.266
H5 0.109 2.128 0.488  0.377
H6 0.828 1.808 -1.858  0.226
H7 2.407 -0.822 -1.507  -0.010

Atoms 1-6, force components in eV/Å:
C -0.2 -1.5 0.3
C 0.8 0.4 0.2
C -0.3 0.4 0.1
C 2.5 2.5 1.0
N 1.7 -2.9 0.0
N -0.9 -0.4 -0.8

(4)
Here is the molecule C4H7IO at a distorted geometry from the Open Molecules 2025 dataset. Energies are from ωB97M-V/def2-TZVPD.

Calculated values
DFT total energy   -14408.0620 eV
HOMO   -9.83 eV
ΔE to the lowest compared entry with this formula, charge and spin   112.9 kJ/mol
Molecular weight   198.00 u

Last column: Mulliken charge in e.
Element x y z (Å)
C1 -0.213 0.045 -1.391  -1.349
C2 0.336 0.207 0.004  0.250
C3 -0.250 -1.166 0.962  -1.119
I1 2.461 -0.160 -0.015  0.178
C4 -0.102 1.506 0.538  -0.046
O1 -0.428 2.500 -0.063  -0.448
H1 0.132 0.879 -2.055  0.332
H2 -1.278 0.034 -1.383  0.398
H3 -0.020 -0.962 -1.702  0.434
H4 -0.135 -2.144 0.403  0.329
H5 0.651 -1.197 1.587  0.438
H6 -1.213 -1.032 1.442  0.330
H7 0.060 1.489 1.673  0.273

Atoms 1-6, force components in eV/Å:
C 0.7 0.6 -0.6
C -2.2 -3.7 -0.6
C 2.9 1.5 -1.6
I -0.2 0.6 0.0
C 1.5 1.0 2.6
O -0.1 -1.0 0.1

(5)
Here is the molecule C4H7IOS at a distorted geometry from the Open Molecules 2025 dataset. Energies are from ωB97M-V/def2-TZVPD.

Calculated values
⟨S²⟩   2.02
Spin multiplicity   3
DFT total energy   -25239.8180 eV
HOMO (alpha / beta)   -6.11 / -9.42 eV
ΔE to the lowest compared entry with this formula, charge and spin   78.0 kJ/mol
Molecular weight   230.07 u

Last column: Mulliken charge in e.
Element x y z (Å)
C1 -0.905 -1.178 -0.626  -0.056
C2 1.243 -0.717 0.427  -1.263
C3 0.148 1.271 -0.551  -1.577
C4 -0.134 -0.120 0.118  0.919
O1 -0.612 -2.319 -0.553  -0.326
S1 -0.852 0.189 1.784  -0.137
I1 -2.730 -0.567 -1.670  0.107
H1 1.820 0.146 0.905  0.323
H2 0.954 -1.535 1.264  0.356
H3 1.903 -1.205 -0.410  0.274
H4 0.637 1.880 0.106  0.526
H5 0.655 1.081 -1.579  0.312
H6 -0.861 1.739 -0.632  0.416
H7 -1.267 1.334 1.417  0.125

Atoms 1-6, force components in eV/Å:
C -0.1 6.6 -1.6
C 1.0 -1.7 1.9
C -3.1 -2.8 -3.0
C 1.4 0.9 -0.2
O 0.2 -6.1 0.3
S 0.4 -1.3 0.7

(6)
Here is a structure of composition C4H7InO at a distorted geometry from the Open Molecules 2025 dataset. Energies are from ωB97M-V/def2-TZVPD.

Calculated values
Net charge   +2
DFT total energy   -11456.3741 eV
HOMO (alpha / beta)   -18.97 / -17.44 eV
ΔE to the lowest compared entry with this formula, charge and spin   384.5 kJ/mol
Molecular weight   185.92 u

Last column: Mulliken charge in e.
Element x y z (Å)
H1 0.118 0.565 -2.124  0.268
C1 1.398 -0.805 -0.915  -0.447
C2 0.056 -0.198 -1.342  -0.349
C3 0.212 -1.606 -1.791  0.682
O1 -0.450 -2.631 -1.260  -0.468
In1 -1.244 -3.141 0.187  0.846
H2 2.248 -0.148 -1.120  0.384
H3 1.418 -1.185 0.115  0.271
H4 -0.676 -0.049 -0.544  0.250
H5 0.397 -1.996 -3.402  0.379
C4 1.543 -1.765 -2.855  -0.618
H6 1.976 -0.876 -3.335  0.419
H7 2.013 -2.741 -2.649  0.382

Atoms 1-6, force components in eV/Å:
H 0.0 -0.1 0.3
C -0.3 2.1 0.9
C -0.3 -1.0 -0.4
C 0.0 0.4 1.3
O 6.6 4.8 -10.6
In -5.2 -3.7 9.5

(7)
Here is a structure of composition C4H7LiLuO2 at a distorted geometry from the Open Molecules 2025 dataset. Energies are from ωB97M-V/def2-TZVPD.

Calculated values
Net charge   +2
⟨S²⟩   0.77
Spin multiplicity   2
DFT total energy   -42160.7880 eV
HOMO (alpha / beta)   -13.72 / -13.72 eV
ΔE to the lowest compared entry with this formula, charge and spin   211.4 kJ/mol
Molecular weight   269.01 u

Last column: Mulliken charge in e.
Element x y z (Å)
H1 -3.093 0.998 0.527  0.003
C1 1.990 0.120 -0.083  -0.077
C2 0.691 -0.593 -0.027  -0.400
C3 -0.491 0.355 0.206  -0.422
C4 -1.824 -0.357 0.172  -0.096
O1 -2.507 -0.353 -0.907  -0.569
O2 3.029 -0.355 0.360  -0.182
Lu1 5.511 0.095 0.541  0.609
Li1 -3.926 0.739 -1.366  0.929
H2 2.008 1.121 -0.555  0.370
H3 0.581 -1.062 -1.022  0.355
H4 0.742 -1.390 0.725  0.361
H5 -0.499 1.182 -0.518  0.321
H6 -0.418 0.812 1.207  0.451
H7 -1.794 -1.312 0.740  0.348

Atoms 1-6, force components in eV/Å:
H 0.2 0.1 0.7
C 0.6 0.4 0.2
C -0.5 -0.7 -0.1
C -0.7 1.6 0.9
C 1.3 -1.8 -3.5
O 0.3 0.3 1.9

(8)
Here is a structure of composition C4H7LiO2Yb at a distorted geometry from the Open Molecules 2025 dataset. Energies are from ωB97M-V/def2-TZVPD.

Calculated values
Net charge   +1
⟨S²⟩   0.79
Spin multiplicity   2
DFT total energy   -40076.2909 eV
HOMO (alpha / beta)   -9.15 / -9.14 eV
ΔE to the lowest compared entry with this formula, charge and spin   531.7 kJ/mol
Molecular weight   267.08 u

Last column: Mulliken charge in e.
Element x y z (Å)
O1 -1.873 -1.163 0.242  -0.576
C1 -1.051 -1.089 1.182  0.266
C2 0.236 -0.341 1.075  -0.679
Li1 -3.725 -1.193 0.328  0.590
H1 -1.178 -1.851 1.973  0.397
H2 0.113 0.562 1.692  0.337
H3 0.984 -0.946 1.618  0.331
C3 1.295 1.281 -0.360  -0.311
C4 0.794 -0.091 -0.344  -0.205
O2 2.195 1.679 -1.291  -0.463
H4 0.769 2.111 0.123  0.338
H5 0.241 -0.901 -0.856  0.196
H6 1.217 -0.378 -1.571  0.182
H7 2.997 2.014 -0.880  0.337
Yb1 -3.012 0.305 -2.931  0.259

Atoms 1-6, force components in eV/Å:
O 0.7 0.6 1.9
C -0.3 -1.6 -2.4
C 1.0 -1.5 1.4
Li 0.0 0.0 -0.5
H 0.0 0.8 0.5
H 0.3 0.1 -0.4